(1)
The following is a quantum chemistry calculation of the molecule C18H19ClFN3O3S in a non-equilibrium geometry, from the OMol25 dataset.

## Properties
Energy relative to the best compared isomer or geometry (same formula, charge and spin), kcal/mol: 74.8
HOMO-LUMO gap, eV: 8.37

Each line ends with the Mulliken charge.
Positions of all 46 atoms, in Å:
C1 -2.86143 3.54058 -0.84023  -1.648
C2 -2.35257 3.22070 0.56986  0.472
C3 -2.41606 4.40438 1.49873  -1.169
C4 -1.98817 4.00984 3.01630  -0.616
C5 -0.64937 3.23703 2.99269  -0.865
N1 -0.69984 2.17582 1.98522  0.183
C6 -0.68470 0.84270 2.39708  0.398
O1 -1.11212 0.55185 3.52838  -0.627
C7 -0.49867 -0.28963 1.47649  -0.142
N2 0.73633 -0.49936 0.95457  -0.590
C8 0.72824 -1.52921 0.15327  0.560
N3 1.98311 -1.86198 -0.24223  -0.278
C9 2.30407 -2.96606 -1.10926  -0.410
C10 1.71864 -3.21972 -2.37661  -0.994
C11 2.02583 -4.46564 -2.99892  0.565
C12 2.91175 -5.30366 -2.38149  0.902
C13 3.60137 -4.97363 -1.28875  -0.585
C14 3.26361 -3.83491 -0.58894  0.560
F1 3.87982 -3.46653 0.53736  -0.315
O2 3.13371 -6.45389 -3.04182  -0.465
C15 2.20129 -6.37970 -4.12987  -0.224
O3 1.46914 -5.18389 -3.96352  -0.467
S1 -0.87943 -2.31788 -0.08331  -0.125
C16 -1.49733 -1.19649 1.14672  0.360
Cl1 -3.19018 -1.32045 1.69577  -0.190
C17 -1.00104 2.53508 0.48860  0.076
C18 0.08994 3.43672 -0.18146  -1.857
H1 -2.83240 2.57398 -1.44686  0.300
H2 -3.88601 3.73339 -0.62742  0.510
H3 -2.33874 4.40245 -1.25612  0.361
H4 -3.05765 2.42265 0.96591  0.346
H5 -3.38560 4.69743 1.60058  0.440
H6 -1.80889 5.20217 1.03276  0.305
H7 -1.99793 4.96583 3.54460  0.406
H8 -2.71495 3.35299 3.64245  0.287
H9 -0.50959 2.95652 4.01056  0.493
H10 0.19945 3.94123 2.81163  0.349
H11 2.72903 -1.65173 0.44250  0.335
H12 1.00935 -2.53441 -2.63713  0.737
H13 4.27937 -5.79608 -0.96219  0.351
H14 2.74695 -6.38340 -5.09125  0.242
H15 1.49243 -7.20444 -4.19843  0.229
H16 -1.16837 1.60009 -0.09311  0.520
H17 -0.18962 3.90624 -1.05451  0.476
H18 0.30839 4.34293 0.39819  0.349
H19 0.90883 2.78007 -0.29683  0.455


(2)
The following is a quantum chemistry calculation of a structure of composition C11H7CrN2O6 in a non-equilibrium geometry, from the OMol25 dataset.

## Properties
Charge: +1
Energy relative to the best compared isomer or geometry (same formula, charge and spin), kcal/mol: 0.0
HOMO-LUMO gap (alpha / beta), eV: 7.52 / 7.04
Multiplicity: 5
⟨S²⟩: 6.0536

Each line ends with the Löwdin spin population.
Positions of all 27 atoms, in Å:
O1 2.23168 5.59054 -0.30562  0.000
C1 1.52599 5.26476 -1.14296  0.001
Cr1 -0.98060 0.94711 -1.80775  3.244
O2 -2.20115 1.88792 0.78074  0.042
C2 -1.65061 1.91737 -0.26517  0.044
C3 -2.22457 -0.45130 -1.59607  0.077
O3 -2.94722 -1.36565 -1.58792  0.079
C4 -0.40903 -0.33661 -3.59992  0.078
O4 0.02301 -1.07315 -4.36297  0.038
C5 -2.09721 2.00304 -2.94221  0.136
O5 -2.67507 2.77069 -3.60177  0.125
H1 -1.00267 2.70660 -0.87124  0.039
N1 0.48415 -3.28781 3.11877  0.000
C6 -0.25974 -2.47458 2.30913  -0.001
O6 -1.46642 -2.66575 2.21363  -0.001
C7 0.44073 -1.43161 1.50999  -0.002
C8 1.81827 -1.20003 1.55226  0.014
C9 2.33455 -0.25514 0.66919  0.000
C10 1.49892 0.39727 -0.24856  0.031
N2 0.18033 0.11434 -0.31316  0.027
C11 -0.34888 -0.67518 0.64306  0.018
H2 -0.00420 -3.99298 3.65476  0.000
H3 1.40252 -3.06468 3.43862  0.000
H4 2.44317 -1.71866 2.28870  0.001
H5 3.40111 -0.03872 0.66855  0.000
H6 1.90230 1.15336 -0.92118  0.009
H7 -1.41933 -0.72115 0.71907  0.002